Entry 1:
C9H10ClN5O2W as an isolated structure, computed with ωB97M-V with the def2-TZVPD basis set.

Last column: Mulliken charge in e.
Positions of all 28 atoms, in Å:
1 Cl -1.00822 1.47019 -2.16146  -0.171
2 C -2.64053 -1.46998 -0.06258  -0.288
3 C -1.77878 -2.08955 0.91724  -0.588
4 C -0.53535 -2.42474 0.25015  -0.408
5 H -2.08048 -2.41785 1.89377  0.636
6 C -0.61470 -1.94967 -1.11148  0.664
7 C -1.92783 -1.39318 -1.28664  -0.598
8 H -2.31385 -1.04214 -2.24380  0.530
9 H -3.68136 -1.20169 0.09134  0.586
10 H 0.30712 -2.96111 0.66838  0.486
11 C 0.47222 -2.00985 -2.13311  -1.182
12 W -0.86075 -0.33379 0.32730  0.822
13 C -0.54747 -0.27782 2.33202  0.289
14 C -1.67523 1.67673 0.73852  0.318
15 O -0.36196 -0.23065 3.48339  -0.239
16 O -2.27597 2.58234 1.15647  -0.169
17 H 1.46540 -1.93936 -1.66501  0.312
18 H 0.37602 -1.17359 -2.84188  0.326
19 H 0.43191 -2.95456 -2.69944  0.356
20 N 2.39477 3.90496 0.22083  -0.572
21 N 2.11998 2.64437 0.70258  0.801
22 N 3.00838 1.65030 0.45163  -0.543
23 C 2.24537 0.57575 0.44422  -0.271
24 N 0.92038 0.89309 0.54365  0.241
25 N 0.81829 2.20405 0.64399  -0.427
26 H 1.74573 4.58243 0.60404  0.306
27 H 3.36974 4.11886 0.39396  0.326
28 H 2.62716 -0.43357 0.34194  0.457

## Properties
Relative energy (zero: lowest compared OMol25 entry of this formula, charge and spin)   126.04 kJ/mol
<S²>   2.03
Multiplicity   3
Frontier orbital gap (alpha / beta)   6.94 / 6.10 eV
Charge   +2
E_HOMO (alpha / beta)   -16.99 / -17.06 eV
E   -35367.15832 eV

---

Entry 2:
C9H10EuNO6 as an isolated structure, computed with ωB97M-V with the def2-TZVPD basis set.

Last column: Mulliken charge in e.
Positions of all 27 atoms, in Å:
1 O -2.34326 0.40546 -5.42486  -0.148
2 C -1.71793 0.82893 -4.56680  0.152
3 Eu -0.05031 -0.35931 -0.00521  1.482
4 C 1.39612 1.55658 1.29255  0.240
5 O 1.75679 1.45458 2.42318  -0.267
6 C 2.04686 3.02357 0.57100  0.294
7 O 2.42303 3.05841 -0.54315  -0.139
8 C -1.34281 1.58905 1.09986  0.227
9 O -1.79854 2.46561 1.68810  -0.064
10 C 2.48489 -0.21091 -0.67734  0.139
11 O 3.63131 -0.15895 -0.76703  -0.039
12 H -1.00938 -0.51424 -1.40232  -0.177
13 C -2.59574 -4.80249 2.80068  -0.870
14 N -1.79062 -4.13855 1.77445  0.056
15 C -1.26183 -4.97140 0.70121  -0.775
16 C -1.48636 -2.84398 1.78076  0.849
17 C -1.96878 -1.93079 2.86846  -1.097
18 O -0.75901 -2.39369 0.82793  -0.676
19 H -2.58100 -5.86607 2.54707  0.243
20 H -3.63539 -4.44169 2.80043  0.375
21 H -2.16484 -4.66257 3.80204  0.392
22 H -1.64609 -4.66251 -0.27886  0.307
23 H -0.16566 -4.94595 0.67814  0.302
24 H -1.59756 -5.98531 0.92172  0.277
25 H -1.11277 -1.46029 3.37255  0.314
26 H -2.60238 -1.13289 2.45505  0.247
27 H -2.55049 -2.47071 3.62208  0.356

## Properties
Relative energy (zero: lowest compared OMol25 entry of this formula, charge and spin)   0.00 kJ/mol
<S²>   12.25
Multiplicity   7
Frontier orbital gap (alpha / beta)   7.00 / 8.00 eV
Charge   +2
E_HOMO (alpha / beta)   -16.70 / -16.71 eV
E   -42577.80960 eV

---

Entry 3:
C9H10F3FeNO3S as an isolated structure, computed with ωB97M-V with the def2-TZVPD basis set.

Last column: Mulliken charge in e.
Positions of all 28 atoms, in Å:
1 C 0.24708 -1.35662 -2.01783  -0.663
2 C -1.05041 -1.28334 -1.41676  -0.625
3 C -0.95388 -1.79982 -0.07987  -0.612
4 C 0.41199 -2.18486 0.14821  -0.442
5 C 1.15899 -1.89691 -1.04947  -0.425
6 Fe 0.36978 -0.07038 -0.24866  -0.218
7 C -0.69593 1.61184 -1.00150  -0.840
8 C 0.61330 1.97226 -1.61325  0.592
9 C 0.85545 2.91705 -2.59240  -1.119
10 N 1.58748 1.15190 -1.10644  0.048
11 H -1.78737 -1.97168 0.58828  0.411
12 H -1.96649 -0.93458 -1.89011  0.545
13 H 0.79270 -2.67893 1.03714  0.398
14 H 2.21427 -2.11362 -1.20897  0.384
15 H 0.48199 -1.12287 -3.05505  0.389
16 H -1.51733 1.43730 -1.70116  0.261
17 H 2.51733 1.19063 -1.53323  0.076
18 H -1.01320 2.17145 -0.11729  0.212
19 H 0.00477 3.39320 -3.06737  0.296
20 H 1.88693 3.12357 -2.85914  0.259
21 F -1.51603 -0.40047 4.67118  -0.246
22 C -0.64838 -0.82238 3.71549  0.596
23 F 0.52250 -1.18321 4.30191  -0.252
24 F -1.18896 -1.92526 3.11413  -0.232
25 S -0.38990 0.53353 2.44200  1.010
26 O -1.57751 0.41206 1.58791  -0.546
27 O -0.22007 1.74306 3.21012  -0.646
28 O 0.86089 0.08708 1.74212  -0.611

## Properties
Relative energy (zero: lowest compared OMol25 entry of this formula, charge and spin)   0.00 kJ/mol
<S²>   6.03
Multiplicity   5
Frontier orbital gap (alpha / beta)   3.39 / 4.66 eV
Charge   -2
E_HOMO (alpha / beta)   2.07 / 0.79 eV
E   -70499.46000 eV

---

Entry 4:
One molecule with the formula C9H10F4N2O, computed with ωB97M-V with the def2-TZVPD basis set.

Last column: Mulliken charge in e.
Positions of all 26 atoms, in Å:
1 C 2.76731 -1.83773 0.47995  -1.383
2 C 2.19446 -0.58096 -0.17869  -0.273
3 C 1.41866 0.29902 0.79096  -0.465
4 F 0.60717 -0.46942 1.62262  -0.377
5 C 0.47432 1.30619 0.10435  0.491
6 C 1.26920 2.17666 -0.77137  -0.050
7 N 1.89425 2.85102 -1.45630  -0.454
8 C -0.70584 0.57430 -0.60936  0.670
9 C -0.72384 0.77649 -2.06398  -0.222
10 N -0.76975 0.95580 -3.19628  -0.489
11 C -2.09166 0.95526 -0.02327  -0.971
12 O -2.47552 0.05374 1.01476  -0.319
13 C -3.24582 -0.97740 0.63555  0.949
14 F -2.65876 -1.72235 -0.31280  -0.267
15 F -3.47332 -1.73484 1.68421  -0.252
16 F -4.41721 -0.58328 0.12966  -0.265
17 H 3.19866 -2.48665 -0.28502  0.398
18 H 1.99596 -2.39836 1.00936  0.314
19 H 3.56186 -1.58461 1.18711  0.337
20 H 3.01452 0.03017 -0.57019  0.406
21 H 1.56560 -0.85595 -1.03410  0.289
22 H 2.10552 0.85360 1.43770  0.529
23 H 0.05478 1.95087 0.88342  0.344
24 H -0.55938 -0.49443 -0.43635  0.273
25 H -2.05062 1.94112 0.44189  0.387
26 H -2.84620 0.98490 -0.81154  0.400

## Properties
Frontier orbital gap   12.50 eV
Charge   0
E_HOMO   -11.93 eV
E   -25392.52938 eV

---

Entry 5:
C9H10GdO6 as an isolated structure, computed with ωB97M-V with the def2-TZVPD basis set.

Last column: Mulliken charge in e.
Positions of all 26 atoms, in Å:
1 O -0.93339 -4.84050 -0.22757  -0.038
2 C -0.67675 -3.72455 -0.19858  0.416
3 Gd -0.13058 -1.38260 -0.14167  -0.153
4 O -2.26908 -1.12852 -2.65949  -0.007
5 C -1.56043 -1.34745 -1.78489  0.512
6 C 1.14009 -2.04170 1.47823  0.560
7 O 1.86697 -2.19995 2.36525  -0.006
8 C 1.39428 -2.01822 -1.53655  0.499
9 O 2.25858 -2.17856 -2.28836  0.008
10 C -1.81343 -1.35457 1.23545  0.520
11 O -2.66207 -1.14807 1.98587  0.004
12 C 1.87660 1.54749 1.58212  -1.144
13 C 0.45851 1.23329 1.28619  -0.328
14 O 0.42242 0.65565 -0.09292  -0.167
15 C -0.00979 1.45243 -1.26421  -0.354
16 C -1.41216 1.89857 -1.13448  -1.054
17 H 2.49132 0.65487 1.58668  0.309
18 H 1.87458 1.99557 2.56279  0.427
19 H 2.26361 2.26091 0.85793  0.362
20 H 0.01161 0.46531 1.94687  0.432
21 H -0.21337 2.08235 1.21280  0.321
22 H 0.75405 2.23964 -1.25083  0.380
23 H 0.17762 0.76988 -2.11709  0.382
24 H -1.55796 2.59369 -0.30511  0.401
25 H -1.62174 2.42944 -2.05219  0.399
26 H -2.12946 1.08557 -1.04624  0.317

## Properties
Relative energy (zero: lowest compared OMol25 entry of this formula, charge and spin)   491.97 kJ/mol
<S²>   16.01
Multiplicity   8
Frontier orbital gap (alpha / beta)   7.70 / 6.49 eV
Charge   +3
E_HOMO (alpha / beta)   -23.10 / -22.98 eV
E   -42575.57038 eV

---

Entry 6:
An isolated ion of composition C9H10N and charge +1, computed with ωB97M-V with the def2-TZVPD basis set.

Last column: Mulliken charge in e.
Positions of all 20 atoms, in Å:
1 C 0.23158 -1.03523 2.44249  -0.464
2 C -0.14261 0.24726 2.67812  -0.377
3 C 0.43037 -1.46537 1.15279  -0.549
4 C -0.42992 1.09423 1.61419  -0.739
5 C 0.07452 -0.72052 0.08449  0.160
6 C -0.30105 0.62176 0.30648  1.297
7 C -0.08672 -1.13584 -1.38240  -0.588
8 C -0.36943 1.51001 -0.81493  -0.832
9 C -0.27386 -0.01761 -2.34048  -0.465
10 N 0.58358 1.14603 -1.90525  -0.069
11 H 0.54426 -1.82429 3.24957  0.301
12 H -0.27840 0.46258 3.75171  0.353
13 H 0.73841 -2.47784 0.78073  0.333
14 H -0.58206 2.13841 1.93316  0.342
15 H 0.92813 -1.67618 -1.77922  0.315
16 H -0.82781 -1.75806 -1.59582  0.531
17 H -1.11036 2.18188 -1.24616  0.388
18 H -1.27281 0.08388 -2.87628  0.322
19 H 0.71399 1.71723 -2.72392  0.348
20 H 1.43019 0.90768 -1.32926  0.393

## Properties
Relative energy (zero: lowest compared OMol25 entry of this formula, charge and spin)   375.04 kJ/mol
Frontier orbital gap (alpha / beta)   7.92 / 7.83 eV
Charge   +1
E_HOMO (alpha / beta)   -12.78 / -12.51 eV
E   -10974.29520 eV

---

Question: Number 3 is which compound?
Answer: C9H10F3FeNO3S

---

Repeat the fourth record exactly.
One molecule with the formula C9H10F4N2O, computed with ωB97M-V with the def2-TZVPD basis set.

Last column: Mulliken charge in e.
Positions of all 26 atoms, in Å:
1 C 2.76731 -1.83773 0.47995  -1.383
2 C 2.19446 -0.58096 -0.17869  -0.273
3 C 1.41866 0.29902 0.79096  -0.465
4 F 0.60717 -0.46942 1.62262  -0.377
5 C 0.47432 1.30619 0.10435  0.491
6 C 1.26920 2.17666 -0.77137  -0.050
7 N 1.89425 2.85102 -1.45630  -0.454
8 C -0.70584 0.57430 -0.60936  0.670
9 C -0.72384 0.77649 -2.06398  -0.222
10 N -0.76975 0.95580 -3.19628  -0.489
11 C -2.09166 0.95526 -0.02327  -0.971
12 O -2.47552 0.05374 1.01476  -0.319
13 C -3.24582 -0.97740 0.63555  0.949
14 F -2.65876 -1.72235 -0.31280  -0.267
15 F -3.47332 -1.73484 1.68421  -0.252
16 F -4.41721 -0.58328 0.12966  -0.265
17 H 3.19866 -2.48665 -0.28502  0.398
18 H 1.99596 -2.39836 1.00936  0.314
19 H 3.56186 -1.58461 1.18711  0.337
20 H 3.01452 0.03017 -0.57019  0.406
21 H 1.56560 -0.85595 -1.03410  0.289
22 H 2.10552 0.85360 1.43770  0.529
23 H 0.05478 1.95087 0.88342  0.344
24 H -0.55938 -0.49443 -0.43635  0.273
25 H -2.05062 1.94112 0.44189  0.387
26 H -2.84620 0.98490 -0.81154  0.400

## Properties
Frontier orbital gap   12.50 eV
Charge   0
E_HOMO   -11.93 eV
E   -25392.52938 eV